No. 1
This record from the Open Molecules 2025 dataset describes a 3-piece molecular cluster, C17H43BNO4P2 overall. The level of theory is ωB97M-V/def2-TZVPD.

The maximum force is 0.024 Eh/bohr. The value obtained for the HOMO energy is -5.019 eV. The value obtained for the HOMO-LUMO gap is 7.503 eV. As for the charge: -1.

Last column: natural (NBO) charge in e.
Positions of all 68 atoms, in Å:
N: -0.0346 2.2324 0.3409  -0.85
C: 0.3194 3.0643 -0.8491  -0.20
C: 0.3540 2.1993 -2.1042  -0.40
C: -0.0795 2.9229 -3.3766  -0.63
B: -1.6950 3.2798 -3.4911  -0.15
C: -2.6372 2.7006 -2.2702  -0.76
C: -4.1008 2.8851 -2.5688  0.47
O: -4.9964 2.8846 -1.7276  -0.59
P: -1.9809 5.2175 -3.8545  -0.10
P: -1.1994 6.4101 -2.2554  2.03
O: 0.2085 6.1333 -1.9328  -1.11
O: -2.1840 6.4158 -0.9523  -1.02
O: -1.3871 7.9568 -2.7053  -1.00
H: -0.3187 2.8768 1.0692  0.34
H: -0.8912 1.7593 0.0758  0.34
H: 1.2765 3.5435 -0.6859  0.19
H: -0.4293 3.8394 -0.9794  0.17
H: 1.3928 1.8778 -2.2331  0.18
H: -0.2124 1.2829 -1.9465  0.18
H: 0.5178 3.8245 -3.5083  0.22
H: 0.1825 2.2702 -4.2099  0.20
H: -2.1168 2.7742 -4.5248  -0.03
H: -2.4898 3.1825 -1.3009  0.20
H: -2.5104 1.6252 -2.1175  0.23
H: -4.3493 3.0343 -3.6356  0.10
H: -3.3652 5.4721 -3.6868  -0.02
H: -2.5565 5.5329 -0.8822  0.50
H: -1.8609 8.4456 -2.0306  0.49
C: 3.3918 -2.5416 3.1007  -0.61
C: 4.1759 -2.5269 1.7916  -0.40
C: 4.4010 -1.1173 1.2489  -0.40
C: 3.1083 -0.3676 0.9169  -0.40
C: 2.2032 -1.0774 -0.0869  -0.41
C: 2.8423 -1.2599 -1.4603  -0.61
H: 2.4002 -2.1081 2.9717  0.21
H: 3.2606 -3.5641 3.4604  0.20
H: 3.9128 -1.9780 3.8775  0.20
H: 3.6530 -3.1331 1.0470  0.19
H: 5.1452 -3.0089 1.9502  0.19
H: 5.0358 -1.1727 0.3599  0.20
H: 4.9664 -0.5359 1.9848  0.19
H: 3.3604 0.6224 0.5275  0.21
H: 2.5435 -0.1876 1.8351  0.20
H: 1.2909 -0.4862 -0.1976  0.23
H: 1.8932 -2.0519 0.3046  0.18
H: 3.1205 -0.2944 -1.8867  0.21
H: 2.1463 -1.7399 -2.1498  0.21
H: 3.7386 -1.8825 -1.4125  0.19
C: -1.9926 -5.6188 3.5043  -0.61
C: -1.9455 -5.2822 2.0163  -0.40
C: -0.6787 -4.5366 1.6014  -0.40
C: -0.4857 -3.1741 2.2672  -0.40
C: -1.6252 -2.1792 2.0512  -0.40
C: -1.8399 -1.8100 0.5856  -0.61
H: -1.9860 -4.7192 4.1210  0.20
H: -2.8985 -6.1766 3.7474  0.20
H: -1.1352 -6.2318 3.7907  0.20
H: -2.8302 -4.7001 1.7456  0.20
H: -2.0053 -6.2109 1.4422  0.20
H: -0.6803 -4.4140 0.5149  0.20
H: 0.1917 -5.1609 1.8304  0.20
H: 0.4403 -2.7331 1.8880  0.21
H: -0.3330 -3.3108 3.3422  0.19
H: -1.3986 -1.2692 2.6121  0.21
H: -2.5556 -2.5726 2.4719  0.19
H: -0.9326 -1.3784 0.1585  0.21
H: -2.6381 -1.0742 0.4838  0.22
H: -2.1170 -2.6790 -0.0140  0.19


No. 2
This record from the Open Molecules 2025 dataset describes a 6-piece molecular cluster, C17H43Br4Cl2N3O3 overall. The level of theory is ωB97M-V/def2-TZVPD.

Its energy above the lowest of the compared OMol25 structures with the same formula, charge and spin is 13.4 kcal per mole. The maximum force is 0.100 Eh/bohr. The value obtained for the HOMO energy is -9.414 eV. Its SMILES is COC[C@H](C)N.COC[C@H](C)N.COC[C@H](C)N.BrCCBr.BrCCBr.ClCCl. The value obtained for the HOMO-LUMO gap is 9.538 eV.

Last column: Mulliken charge in e.
Positions of all 72 atoms, in Å:
Br: 0.4299 0.1370 -1.1421  -0.12
C: -1.1973 -0.6654 -0.5142  -0.53
C: -2.1395 0.4139 0.2089  -0.67
Br: -1.0625 1.2954 1.6728  -0.13
H: -1.0114 -1.3581 0.3066  0.31
H: -1.6957 -1.2681 -1.2734  0.41
H: -3.0042 -0.0956 0.6341  0.37
H: -2.4136 1.2427 -0.4439  0.37
Br: 0.6602 -4.1504 3.9387  -0.13
C: -0.9215 -3.6696 5.1782  -0.65
C: -0.9728 -4.5480 6.4432  -0.56
Br: 0.6292 -4.3599 7.5901  -0.13
H: -1.8126 -3.8414 4.5743  0.35
H: -0.9032 -2.5910 5.3345  0.39
H: -1.0742 -5.6111 6.2248  0.35
H: -1.8770 -4.3608 7.0225  0.38
C: 2.7104 -9.7323 -3.2737  -1.36
C: 1.1886 -9.8603 -2.8974  0.24
C: 0.6017 -8.4751 -3.1042  -0.74
O: -0.6763 -8.4858 -2.4413  -0.33
C: -1.1128 -7.2254 -2.1229  -0.71
N: 0.5255 -10.8543 -3.6873  -0.65
H: 3.3717 -10.5795 -3.0921  0.33
H: 3.2195 -8.9004 -2.7869  0.37
H: 2.6800 -9.5672 -4.3507  0.35
H: 1.1195 -10.0844 -1.8329  0.30
H: 0.5925 -8.3631 -4.1884  0.34
H: 1.3007 -7.7392 -2.7068  0.45
H: -2.0581 -7.2376 -1.5804  0.26
H: -1.3915 -6.7174 -3.0461  0.29
H: -0.3520 -6.7026 -1.5433  0.28
H: -0.3252 -10.4448 -4.0460  0.28
H: 1.0492 -10.8340 -4.5507  0.30
C: -5.0976 6.0066 -0.5178  -1.39
C: -5.1217 6.4291 0.9472  0.31
C: -4.1534 5.6399 1.8637  -0.51
O: -4.5793 5.8503 3.1820  -0.35
C: -3.8283 5.2135 4.2452  -0.74
N: -4.8064 7.8309 0.9156  -0.74
H: -4.0668 5.9553 -0.8685  0.31
H: -5.5682 6.6521 -1.2593  0.40
H: -5.5668 5.0266 -0.4313  0.33
H: -6.1276 6.4057 1.3665  0.35
H: -3.1377 6.0170 1.7441  0.29
H: -4.2896 4.5657 1.7390  0.35
H: -2.8372 4.8443 3.9816  0.31
H: -4.3496 4.3083 4.5564  0.26
H: -3.7867 5.9009 5.0900  0.26
H: -4.6058 8.1024 1.8675  0.28
H: -3.8951 7.8289 0.4800  0.27
C: 2.6447 5.5936 1.5489  -1.32
C: 4.1902 5.1091 1.3342  0.05
C: 4.5745 5.1791 -0.0729  -0.66
O: 4.3474 6.5116 -0.7147  -0.32
C: 4.4516 6.4632 -2.1228  -0.73
N: 4.9096 5.9155 2.3302  -0.67
H: 2.0084 4.9273 0.9663  0.37
H: 2.5830 6.5758 1.0804  0.35
H: 2.0779 5.6022 2.4799  0.35
H: 4.1489 4.1210 1.7925  0.29
H: 4.0428 4.3688 -0.5717  0.45
H: 5.6026 4.8428 -0.2074  0.43
H: 3.6307 5.8980 -2.5641  0.28
H: 5.4318 6.0304 -2.3225  0.30
H: 4.5087 7.4663 -2.5456  0.25
H: 4.3550 6.7577 2.2732  0.32
H: 5.8461 6.1267 2.0164  0.26
C: 2.5831 -3.0763 -5.5018  -0.20
Cl: 0.8358 -3.2054 -5.6959  -0.15
Cl: 3.2523 -2.0031 -6.7914  -0.16
H: 2.7079 -2.4683 -4.6057  0.22
H: 3.0074 -4.0802 -5.5115  0.28